[1]
The following is a DFT calculation (wB97M-V/def2-TZVPD) of a 3-piece molecular cluster, C4H17N2O2 overall in a non-equilibrium geometry.

XYZ file:
```
25
Properties=species:S:1:pos:R:3
C 0.188 0.938 0.234
N 0.445 1.658 -1.042
C 0.349 -0.514 -0.179
N -0.622 -0.754 -1.265
C -1.853 -1.497 -0.851
C -2.702 -1.798 -2.061
H 0.749 1.384 1.052
H -0.865 1.060 0.476
H 1.414 1.529 -1.314
H 0.261 2.651 -0.976
H 1.363 -0.645 -0.543
H 0.056 -1.188 0.615
H -0.719 0.183 -1.693
H -0.183 -1.311 -1.998
H -2.337 -0.921 -0.061
H -1.523 -2.403 -0.351
H -2.115 -2.291 -2.837
H -3.432 -2.557 -1.816
H -3.204 -0.926 -2.472
H 5.006 1.895 2.457
H 6.216 1.107 2.311
O 5.381 1.258 1.847
H -1.996 1.015 2.115
H -1.954 0.076 3.399
O -1.822 0.135 2.453
```

Output
Gap between HOMO and LUMO: 11.12 eV
Max |F|: 1.7 eV/Å
Charge: +1
Molecular weight: 125.19 g mol⁻¹
Relative energy (zero: lowest compared OMol25 entry of this formula, charge and spin): 1.245 eV

Okay, here come the Mulliken numbers, in e, for every atom: C -0.382; N -0.629; C -0.608; N -0.195; C -0.322; C -1.245; H 0.454; H 0.156; H 0.201; H 0.217; H 0.376; H 0.308; H 0.502; H 0.380; H 0.291; H 0.358; H 0.365; H 0.393; H 0.358; H 0.316; H 0.324; O -0.640; H 0.325; H 0.293; O -0.593

[2]
The following is a DFT calculation (wB97M-V/def2-TZVPD) of a 3-piece molecular cluster, C4H17N2O2 overall in a non-equilibrium geometry.

XYZ file:
```
25
Properties=species:S:1:pos:R:3
C -1.059 -0.044 1.278
C 0.389 -0.177 1.942
C 1.467 0.826 1.513
C 2.582 0.494 0.550
N 2.004 0.106 -0.736
N -1.005 -0.581 -0.176
H -1.734 -0.750 1.735
H -1.487 0.942 1.245
H 0.465 -1.282 1.929
H 0.217 0.044 2.996
H 0.935 1.806 1.511
H 1.983 1.018 2.507
H 3.235 -0.395 0.908
H 3.260 1.361 0.354
H 2.627 -0.092 -1.499
H 1.470 0.934 -0.958
H -2.014 -0.741 -0.439
H -0.679 -1.530 -0.040
H -0.344 -0.041 -0.783
H -3.375 -0.545 -2.365
H -3.839 -1.366 -1.308
O -3.407 -0.497 -1.386
H -0.813 -0.484 -3.203
H -0.170 0.798 -3.058
O -0.707 0.195 -2.518
```

Output
Gap between HOMO and LUMO: 9.86 eV
Max |F|: 3.3 eV/Å
Charge: +1
Molecular weight: 125.19 g mol⁻¹
Relative energy (zero: lowest compared OMol25 entry of this formula, charge and spin): 1.937 eV

Okay, here come the Mulliken numbers, in e, for every atom: C -0.724; C -0.611; C -0.609; C -0.564; N -0.557; N -0.141; H 0.421; H 0.390; H 0.379; H 0.364; H 0.344; H 0.390; H 0.307; H 0.328; H 0.205; H 0.175; H 0.308; H 0.378; H 0.257; H 0.327; H 0.350; O -0.699; H 0.301; H 0.301; O -0.620

[3]
The following is a DFT calculation (wB97M-V/def2-TZVPD) of a 3-piece molecular cluster, C4H17N2O2 overall in a non-equilibrium geometry.

XYZ file:
```
25
Properties=species:S:1:pos:R:3
C -0.634 1.477 1.750
C 0.160 0.519 0.976
C -0.782 -0.270 0.057
C -0.130 -0.716 -1.265
N 1.241 -1.161 -1.075
N 1.117 1.245 0.077
H -1.654 1.215 2.156
H -0.130 1.991 2.574
H -0.909 2.333 1.133
H 0.765 -0.132 1.625
H -1.213 -1.118 0.625
H -1.750 0.292 -0.050
H 0.042 0.159 -1.900
H -0.758 -1.497 -1.695
H 1.813 -0.690 -1.740
H 1.578 -1.032 -0.059
H 1.346 -2.143 -1.153
H 0.492 1.868 -0.494
H 1.663 1.820 0.743
H 1.385 -3.749 1.539
H 2.870 -3.723 1.460
O 2.130 -3.251 1.315
H -3.167 2.650 -1.703
H -2.908 1.575 -2.582
O -2.567 2.339 -2.317
```

Output
Gap between HOMO and LUMO: 10.76 eV
Max |F|: 5.9 eV/Å
Charge: +1
Molecular weight: 125.19 g mol⁻¹
Relative energy (zero: lowest compared OMol25 entry of this formula, charge and spin): 2.107 eV

Okay, here come the Mulliken numbers, in e, for every atom: C -1.582; C 0.071; C -0.648; C -0.673; N -0.103; N -0.621; H 0.344; H 0.415; H 0.390; H 0.399; H 0.368; H 0.360; H 0.378; H 0.317; H 0.337; H 0.279; H 0.378; H 0.257; H 0.313; H 0.310; H 0.281; O -0.573; H 0.301; H 0.281; O -0.580

Copy entry 2 word for word.
The following is a DFT calculation (wB97M-V/def2-TZVPD) of a 3-piece molecular cluster, C4H17N2O2 overall in a non-equilibrium geometry.

XYZ file:
```
25
Properties=species:S:1:pos:R:3
C -1.059 -0.044 1.278
C 0.389 -0.177 1.942
C 1.467 0.826 1.513
C 2.582 0.494 0.550
N 2.004 0.106 -0.736
N -1.005 -0.581 -0.176
H -1.734 -0.750 1.735
H -1.487 0.942 1.245
H 0.465 -1.282 1.929
H 0.217 0.044 2.996
H 0.935 1.806 1.511
H 1.983 1.018 2.507
H 3.235 -0.395 0.908
H 3.260 1.361 0.354
H 2.627 -0.092 -1.499
H 1.470 0.934 -0.958
H -2.014 -0.741 -0.439
H -0.679 -1.530 -0.040
H -0.344 -0.041 -0.783
H -3.375 -0.545 -2.365
H -3.839 -1.366 -1.308
O -3.407 -0.497 -1.386
H -0.813 -0.484 -3.203
H -0.170 0.798 -3.058
O -0.707 0.195 -2.518
```

Output
Gap between HOMO and LUMO: 9.86 eV
Max |F|: 3.3 eV/Å
Charge: +1
Molecular weight: 125.19 g mol⁻¹
Relative energy (zero: lowest compared OMol25 entry of this formula, charge and spin): 1.937 eV

Okay, here come the Mulliken numbers, in e, for every atom: C -0.724; C -0.611; C -0.609; C -0.564; N -0.557; N -0.141; H 0.421; H 0.390; H 0.379; H 0.364; H 0.344; H 0.390; H 0.307; H 0.328; H 0.205; H 0.175; H 0.308; H 0.378; H 0.257; H 0.327; H 0.350; O -0.699; H 0.301; H 0.301; O -0.620